115
Properties=species:S:1:pos:R:3:forces:R:3:lowdin_charge:R:1 method="wB97M-V/def2-TZVPD" total_charge=+1 relative_energy_kcal_mol=72.2 gap_ev=8.194 lumo_ev=-3.3299
H 13.230000 32.265000 10.982000 0.54 0.60 -1.12 0.03
H 17.563000 31.758000 9.504000 0.69 0.37 -0.72 0.10
H 21.848000 29.148000 10.554000 -1.97 -0.84 -0.28 0.15
H 19.415000 33.667000 9.898000 -0.12 1.33 -1.16 0.11
F 7.047000 28.671000 17.937000 1.17 -0.62 -1.49 0.04
H 13.214000 30.660000 11.487000 1.03 0.41 1.18 0.10
C 13.218000 24.062000 8.700000 -4.29 3.50 -2.56 -0.27
H 13.581000 24.995000 17.595000 0.28 0.22 -0.87 0.14
H 15.099000 23.398000 9.281000 -0.35 0.27 -0.23 0.14
H 13.403000 26.962000 9.907000 -0.49 -1.18 -0.06 0.11
C 12.879000 25.855000 15.014000 -1.86 -6.51 3.63 -0.14
H 15.106000 24.340000 17.232000 1.34 0.44 -0.33 0.11
H 12.558000 29.794000 13.603000 0.19 0.63 0.89 0.07
H 12.196000 34.053000 13.911000 -1.87 -0.97 2.81 0.13
C 12.796000 24.243000 14.656000 -5.30 1.71 -2.88 -0.24
H 10.627000 29.371000 15.723000 3.36 1.45 -1.56 0.06
C 14.078000 34.446000 13.380000 4.27 -0.17 -2.47 -0.04
H 10.232000 27.249000 14.081000 1.86 -1.05 -2.58 0.05
N 12.680000 34.153000 13.097000 1.65 2.35 -3.83 0.05
H 12.157000 25.026000 10.109000 -9.71 3.08 0.69 0.03
C 13.000000 24.685000 10.022000 5.67 -0.73 -0.64 -0.18
C 17.666000 32.410000 10.370000 -3.98 0.89 -3.93 -0.30
H 9.352000 29.594000 17.344000 1.38 4.48 3.35 0.05
C 20.557000 29.773000 8.959000 2.23 2.19 -0.12 -0.26
H 21.537000 29.528000 8.294000 -2.62 1.15 1.31 0.17
O 19.801000 28.110000 7.157000 -1.40 1.85 1.81 -0.33
H 10.990000 30.915000 8.436000 5.14 5.13 -2.75 -0.01
H 14.401000 35.277000 14.031000 -1.02 -0.55 0.05 0.12
C 20.703000 29.074000 10.319000 4.16 -1.49 0.10 -0.20
C 8.586000 26.669000 15.119000 -2.25 1.15 3.01 -0.05
C 18.990000 33.016000 10.598000 1.52 -0.98 2.82 -0.19
O 12.636000 35.709000 11.278000 -1.79 -2.58 4.75 0.10
H 13.492000 28.847000 14.682000 0.32 -3.11 2.51 0.02
H 17.632000 30.548000 11.252000 -0.68 -0.10 0.74 0.11
S 13.519000 23.382000 15.969000 -2.60 -3.02 2.48 0.65
O 18.027000 29.795000 7.981000 1.60 -0.83 0.51 -0.34
N 13.895000 29.777000 11.556000 2.36 1.19 -2.49 0.07
C 18.939000 27.884000 9.529000 -5.84 -1.11 0.37 -0.39
O 16.372000 25.814000 9.573000 0.55 -0.31 0.14 -0.30
C 14.569000 24.061000 8.560000 9.41 -1.91 -2.71 -0.30
H 10.820000 29.969000 11.491000 0.74 -3.50 0.01 0.00
H 11.200000 27.825000 11.841000 -1.61 -3.82 1.64 -0.11
S 15.070000 25.690000 8.982000 1.67 -0.21 0.79 0.60
H 8.471000 25.865000 14.454000 -0.90 -1.10 -0.42 0.10
H 13.188000 24.247000 13.690000 1.86 -0.89 -1.26 0.05
H 20.357000 29.755000 10.986000 -1.71 1.53 2.52 0.04
H 8.565000 30.522000 12.734000 0.48 0.10 -0.49 0.12
H 10.023000 34.730000 12.829000 -0.68 -0.82 1.59 0.07
C 7.648000 27.069000 16.153000 5.59 3.62 -0.64 0.06
H 10.988000 29.570000 9.120000 -1.19 0.00 0.47 0.10
H 15.082000 25.574000 15.025000 -0.03 -0.10 -1.14 0.14
H 11.211000 31.475000 11.246000 -0.28 0.42 1.19 0.08
H 13.040000 23.919000 10.750000 1.09 -0.44 1.25 0.13
H 19.826000 33.824000 12.592000 -1.10 -0.15 -0.50 0.14
C 10.593000 35.535000 12.469000 1.65 -0.41 1.31 0.04
C 14.267000 24.781000 16.736000 -2.18 -2.54 2.30 -0.25
O 11.503000 28.594000 11.506000 2.35 4.24 -1.50 -0.29
H 10.094000 31.040000 13.503000 1.10 -1.37 1.28 0.06
H 15.199000 23.842000 7.509000 -2.17 0.54 2.49 0.20
O 14.753000 26.497000 7.875000 -0.47 1.76 -2.27 -0.28
H 6.816000 26.590000 16.098000 -5.41 -2.89 0.57 0.04
H 19.760000 27.003000 11.445000 0.35 2.83 -2.50 0.20
S 19.217000 28.958000 8.243000 -0.53 -0.87 -4.33 0.69
C 12.014000 35.192000 12.260000 2.10 1.97 -6.22 -0.33
H 18.144000 28.157000 10.212000 -0.70 1.41 -0.20 0.11
C 17.185000 31.537000 11.419000 -2.18 -0.91 3.23 -0.26
O 14.484000 22.410000 15.536000 0.32 0.34 -0.40 -0.30
H 20.665000 26.819000 9.957000 -0.19 1.45 0.21 0.13
C 13.559000 29.588000 14.021000 1.38 4.93 -4.41 0.06
H 11.639000 23.793000 14.282000 3.18 1.26 2.00 0.19
O 12.621000 31.968000 11.642000 0.39 0.89 0.52 -0.24
H 14.246000 30.483000 14.395000 -2.19 -1.42 -0.06 0.15
H 9.379000 32.097000 12.698000 -1.65 3.89 -0.44 0.03
C 10.308000 30.427000 8.877000 -3.31 -5.09 0.09 0.01
H 12.786000 33.253000 12.428000 -1.30 -0.72 0.58 0.11
H 14.497000 33.473000 13.647000 0.23 0.38 0.77 0.07
H 15.130000 30.404000 10.172000 4.85 8.52 -1.78 -0.02
O 15.554000 28.881000 12.920000 -2.26 0.96 -1.45 0.10
H 10.726000 36.425000 13.052000 -0.86 0.43 1.14 0.12
H 15.977000 31.559000 11.686000 3.34 -0.23 -0.95 0.15
C 9.606000 30.965000 10.069000 -3.01 -2.21 0.02 -0.32
H 13.138000 29.189000 11.677000 -4.35 -3.37 -1.36 0.04
S 17.993000 32.238000 12.864000 0.60 -0.29 1.83 0.68
H 18.388000 27.079000 9.098000 0.20 -1.21 -0.67 0.09
H 16.735000 33.076000 10.215000 2.03 0.31 -0.07 0.15
C 7.906000 28.232000 16.946000 1.05 -1.87 -1.19 -0.18
O 17.064000 32.794000 13.855000 0.36 -0.45 -1.11 -0.36
H 14.147000 29.292000 9.554000 -4.15 -0.96 -4.46 0.05
H 18.140000 34.313000 12.024000 -1.15 2.32 0.22 0.06
O 8.396000 31.109000 10.020000 2.54 0.71 1.19 0.13
C 14.223000 25.733000 15.649000 1.50 2.41 1.88 -0.30
H 19.783000 32.242000 10.680000 -0.57 -0.05 -0.08 0.11
H 12.751000 24.594000 7.795000 0.29 -0.34 1.49 0.18
H 14.229000 26.058000 11.156000 0.32 -0.06 -0.23 0.11
O 18.965000 31.250000 13.272000 -0.09 0.21 0.19 -0.31
H 9.698000 30.141000 7.886000 0.43 0.50 2.93 0.17
C 9.487000 31.104000 12.652000 1.44 -1.96 -1.69 0.04
H 14.439000 26.615000 16.173000 0.60 2.07 0.28 0.10
H 20.281000 30.945000 9.171000 1.05 -2.97 -1.07 0.14
C 9.160000 28.875000 16.725000 -2.58 -4.88 -3.35 0.00
C 10.050000 28.541000 15.650000 -5.51 -1.84 3.37 -0.03
N 10.370000 30.862000 11.423000 -3.62 2.76 -1.79 0.06
O 12.417000 22.889000 16.837000 1.68 0.98 -1.47 -0.34
H 10.057000 35.820000 11.638000 -0.34 0.80 -2.44 0.08
C 13.832000 25.958000 10.140000 0.19 0.46 2.20 -0.21
H 14.743000 34.644000 12.374000 -2.30 -0.30 2.10 0.16
C 14.428000 29.360000 12.764000 4.06 -1.50 4.56 -0.45
H 13.098000 26.483000 14.273000 -0.70 2.37 -3.60 0.05
H 11.924000 25.897000 15.658000 1.96 1.30 -0.67 0.14
H 15.386000 28.738000 10.288000 0.36 0.49 0.94 0.12
H 12.799000 23.169000 8.731000 -1.81 -4.32 -0.18 0.09
C 20.007000 27.647000 10.391000 5.25 -3.09 2.45 -0.21
C 9.677000 27.394000 14.913000 2.23 3.59 0.88 -0.14
C 18.876000 33.593000 12.044000 1.29 -2.13 -0.48 -0.17
C 14.710000 29.602000 10.274000 -1.64 -7.76 6.07 0.10

116
Properties=species:S:1:pos:R:3:forces:R:3:lowdin_charge:R:1 method="wB97M-V/def2-TZVPD" smiles="CCP(S)CCCCOC=O.CCOC(=O)OC.CCOC(=O)OC.CCOC(=O)OC.CCOC(=O)OC.CCOC(=O)OC.CCOC(=O)OC" total_charge=0 gap_ev=8.814 lumo_ev=0.4739
H -5.126839 -8.417089 -0.962744 -0.03 -0.10 0.06 0.09
H 0.968553 -4.270511 -7.580918 -0.07 0.04 0.02 0.10
H -10.419365 -7.126887 3.644789 0.01 -0.02 0.02 0.08
H 0.963766 -4.707237 1.729418 0.02 -0.06 -0.07 0.08
H 7.590210 9.561960 1.741152 -0.13 -0.05 -0.07 0.12
C 7.077787 10.806515 3.417206 -0.21 0.08 0.04 -0.07
H -6.428263 -7.212435 -1.007388 0.03 0.10 0.06 0.11
O -1.723274 -6.021284 -5.516808 0.03 -0.08 0.04 0.04
H -1.926542 -9.065089 -2.226664 -0.10 0.05 -0.01 0.10
O 5.812666 10.431634 1.361201 -0.01 -0.07 -0.04 0.04
C 0.993087 1.891137 1.221264 0.56 0.07 0.50 -0.16
O -1.102345 -3.945358 -6.159699 -0.01 0.15 -0.02 0.13
O -7.717518 -8.658663 2.316953 0.01 -0.07 0.02 0.04
O 2.786661 -3.080592 0.427538 0.09 0.06 0.00 0.02
O -1.429344 -0.404915 -1.508983 1.09 1.72 2.22 0.06
H 1.869978 -4.630344 -0.610744 0.09 -0.03 0.09 0.13
C -3.639483 -4.146013 -0.487205 -0.04 0.45 0.11 -0.18
H -8.685075 -8.840672 4.074090 0.08 -0.09 -0.09 0.12
H 6.266697 2.118162 0.649684 -0.23 0.12 -0.11 0.06
H -9.634543 -6.683278 2.124169 0.04 0.03 0.06 0.07
C -2.557482 -5.453540 -4.493208 -0.28 0.16 0.23 -0.20
C 2.669439 3.182948 -0.385821 -0.27 0.02 0.72 -0.42
C 1.479538 8.479270 0.238755 0.20 0.10 -0.13 -0.03
P 4.397280 2.610011 -0.794780 0.14 0.28 -0.46 0.63
H 4.412509 -0.187727 -1.029518 -0.14 0.17 0.18 -0.21
H -3.014611 -2.145071 -0.959432 -0.01 0.04 0.02 0.06
H -1.018967 1.447481 -0.755893 0.15 -0.23 0.00 0.15
H 1.964478 2.793350 -1.131391 0.30 -0.01 0.00 0.06
C 1.121068 0.599704 0.414871 -0.70 0.12 0.27 -0.17
H 1.592604 3.932094 1.302190 0.18 -0.19 0.11 0.10
H -1.950990 -3.386280 -1.607165 0.03 0.05 0.08 0.07
O 0.721413 7.469214 0.911172 0.06 -0.04 -0.07 0.00
H 7.704191 11.285486 1.399167 -0.11 0.08 0.00 0.12
H 0.007219 2.347432 1.083057 0.13 -0.19 -0.27 0.11
C 0.586114 -3.984253 1.006401 0.07 0.08 0.29 -0.05
H 0.817707 9.114321 -0.348819 -0.01 0.06 0.07 0.10
C -8.498460 -8.046992 3.352880 -0.22 0.10 0.28 -0.21
H -4.668977 -3.865166 -0.275365 -0.07 -0.16 -0.06 0.13
C 5.197557 11.592887 1.149931 -0.02 -0.13 -0.01 -0.62
H 1.439403 0.737796 -0.619097 0.20 0.06 0.11 0.08
H -0.935405 -7.636244 -2.590742 0.03 0.04 0.06 0.10
H -1.189819 7.877250 4.157394 0.05 0.07 -0.10 0.12
O 5.647152 12.686003 1.365270 0.04 0.14 0.02 0.13
H -2.759077 -6.266523 -3.803320 0.08 -0.14 -0.10 0.10
H 8.082699 10.781528 3.838513 0.01 -0.03 -0.02 0.08
C -1.072387 -5.141129 -6.273507 0.02 -0.12 0.05 -0.61
H 2.166448 7.964607 -0.426692 -0.06 -0.12 0.04 0.09
H -1.082091 -8.220223 -0.910725 0.02 0.08 0.00 0.10
C 3.179013 12.491569 0.435756 -0.17 0.07 -0.08 -0.03
H -1.904342 6.286650 3.911572 0.09 -0.07 -0.10 0.12
O -0.365968 -5.818803 -7.179016 0.03 -0.03 -0.06 0.00
C -9.807003 -7.500023 2.823750 0.02 0.02 -0.22 -0.07
C -2.942508 7.863182 2.883805 0.05 0.07 -0.21 -0.06
C -1.677172 7.233650 3.425390 -0.27 0.03 0.28 -0.21
H -3.513945 -3.097737 -2.365362 -0.07 0.07 0.05 0.08
O 3.537896 -5.072115 1.196906 0.01 -0.15 0.05 0.13
O -1.528237 -5.739652 -0.667142 0.18 -0.16 0.00 0.12
H 2.852568 2.834743 1.802938 0.17 0.02 -0.22 0.07
O 3.989585 11.332688 0.649465 -0.09 -0.02 -0.04 0.00
H 5.241378 -4.183639 3.178090 -0.02 -0.08 -0.03 0.10
C 0.345271 -4.993038 -8.103109 0.14 0.01 -0.14 -0.04
H 0.971808 -5.659094 -8.689207 -0.05 -0.08 0.05 0.09
O -7.066163 -6.612248 1.612696 -0.01 0.14 -0.01 0.12
H 2.888761 12.929232 1.389392 0.07 0.05 0.00 0.10
C 7.127352 10.528700 1.930216 0.35 -0.04 0.16 -0.21
H -3.392975 7.220169 2.126631 -0.04 -0.05 0.07 0.08
O -0.127759 9.072715 2.252749 -0.01 0.14 0.03 0.13
H -4.372155 -5.707031 -5.620397 -0.03 -0.04 0.09 0.08
H -2.010541 -4.678619 -3.954219 0.06 0.04 -0.13 0.12
C -5.716751 -7.730626 -0.365724 -0.03 -0.13 -0.11 -0.03
C 1.596527 -3.717946 -0.082312 -0.36 -0.09 -0.18 -0.19
H 3.953213 0.298102 0.951858 0.15 -0.11 0.03 0.01
O -2.781924 -7.304995 -1.699046 -0.02 -0.10 0.04 -0.03
H 6.464990 10.059361 3.923160 0.07 -0.06 -0.01 0.08
S 4.088644 0.796591 -1.886463 0.15 -0.14 -0.11 0.37
O 4.666686 -3.138404 1.479728 0.11 0.06 0.06 -0.01
H 6.644858 11.785485 3.618100 0.06 0.03 -0.04 0.08
O -3.724395 -5.457488 -1.088113 0.07 0.01 -0.05 0.02
H 3.703077 13.227387 -0.169923 0.05 0.01 0.06 0.10
H 6.475142 -3.175435 2.391086 -0.06 0.08 -0.04 0.09
H -5.063328 -7.017232 0.118225 -0.04 0.09 0.08 0.08
C 2.087959 2.987167 1.041606 -0.64 -0.06 -0.21 -0.22
H 6.004534 -4.724601 1.660571 -0.06 -0.05 0.01 0.10
C 3.644326 -3.884985 1.050039 -0.10 0.20 -0.14 -0.62
H -7.912491 -7.274054 3.849901 0.04 0.04 -0.12 0.12
H 1.188032 -3.018143 -0.810222 0.13 0.11 0.05 0.12
H 1.775524 -0.126295 0.901541 0.00 0.14 -0.19 0.12
H -3.661411 8.015917 3.688658 0.01 -0.03 0.02 0.08
H 0.355893 -3.062376 1.545388 -0.04 0.03 -0.11 0.08
H 2.047983 9.080218 0.945038 -0.06 0.03 0.02 0.09
C -7.069573 -7.811932 1.517289 0.03 -0.11 0.04 -0.62
H 4.335607 1.019103 2.504930 0.09 -0.02 -0.21 0.07
O -0.184028 -0.081540 0.383201 -0.03 0.10 -0.99 -0.06
H -0.325891 -4.380879 0.564178 0.05 0.05 0.04 0.05
H -10.359668 -8.279850 2.298268 -0.03 -0.03 0.08 0.08
H -0.351803 -4.476348 -8.761181 0.00 0.07 0.05 0.10
H -4.509938 -4.592109 -4.247175 0.01 -0.04 0.03 0.07
C -0.915681 0.347090 -0.682945 -0.80 -1.66 -1.48 -0.31
H 1.027367 1.584684 2.276368 -0.22 0.16 -0.16 0.12
H 2.706448 4.264286 -0.575109 0.11 -0.20 0.00 0.05
C -2.577710 -6.128381 -1.105426 -0.13 0.12 -0.08 -0.63
H 2.291548 12.151467 -0.090254 0.03 -0.10 0.03 0.09
H -2.733052 8.827113 2.422155 0.03 0.02 0.07 0.07
C -1.598679 -8.096979 -1.859520 0.09 -0.18 -0.05 -0.02
C -3.859887 -4.926654 -5.055894 0.05 0.07 -0.25 -0.05
C -2.990708 -3.133306 -1.407749 -0.03 -0.35 -0.14 -0.06
C -0.062344 7.930676 1.884152 -0.01 -0.13 -0.01 -0.62
O -6.416974 -8.522912 0.603721 0.01 -0.03 -0.10 0.01
H 5.596503 0.148362 1.640473 -0.33 0.01 -0.15 0.07
H 4.959765 2.963218 1.484009 0.23 0.05 -0.28 0.06
O -0.753421 6.903961 2.376706 0.03 -0.08 0.01 0.03
C 4.737167 0.816424 1.502979 0.19 0.24 0.27 -0.16
C 5.651146 -3.862855 2.221586 0.12 0.02 0.05 -0.04
H -3.685583 -4.087857 -5.728990 0.03 0.04 0.06 0.08
H -3.111018 -4.219460 0.463606 0.06 -0.08 -0.06 0.12
C 5.183087 2.128456 0.806188 -0.40 -0.47 0.44 -0.47